Entry 1:
DFT (ωB97M-V with the def2-TZVPD basis set) results for a molecular structure, C3H7IN2 in a non-equilibrium geometry.

```
13
Properties=species:S:1:pos:R:3
C 0.680 -1.071 2.236
C -0.037 1.607 -1.252
C -0.267 0.061 -0.962
N 0.434 -0.269 1.315
N -0.374 -0.296 0.383
I -1.467 -2.693 0.096
H 1.236 -0.659 3.019
H 0.247 -1.979 2.009
H 0.821 1.957 -0.898
H -0.029 1.792 -2.318
H -0.822 2.086 -0.586
H -1.114 -0.105 -1.608
H 0.692 -0.430 -1.435
```

## Properties
**Total charge**: 0
**Energy**: -525.5731 Eh
**Highest occupied orbital energy (alpha / beta)**: -8.64 / -8.68 eV
**HOMO-LUMO gap (alpha / beta)**: 7.22 / 7.34 eV

Entry 2:
DFT (ωB97M-V with the def2-TZVPD basis set) results for C3H7IN2O in the gas phase in a non-equilibrium geometry.

```
14
Properties=species:S:1:pos:R:3
C -1.927 -1.943 -1.423
C 2.130 1.350 1.194
C -0.592 0.170 -0.553
N -0.803 -1.430 -1.427
N 0.446 -0.048 0.324
O 0.744 1.161 1.030
I -2.487 0.845 0.326
H -2.032 -2.886 -1.947
H -2.831 -1.556 -0.944
H 2.214 2.268 1.772
H 2.637 1.464 0.232
H 2.580 0.523 1.753
H -0.341 0.862 -1.346
H 0.261 -0.780 1.010
```

## Properties
**Total charge**: 0
**Energy**: -600.8129 Eh
**SMILES**: C=N[C@@H](I)NOC
**Highest occupied orbital energy**: -9.24 eV
**HOMO-LUMO gap**: 9.79 eV

Entry 3:
DFT (ωB97M-V with the def2-TZVPD basis set) results for a molecular structure, C3H7IN2OS in a non-equilibrium geometry.

```
15
Properties=species:S:1:pos:R:3
C 0.967 0.567 -0.125
C 0.279 -0.780 -0.045
C -0.253 -1.053 1.342
N 0.260 1.529 -0.851
N -1.039 -0.761 -0.755
O -1.625 1.765 0.776
S -1.319 1.503 -0.599
I -0.958 -0.903 -2.900
H 1.050 1.011 0.811
H 2.009 0.538 -0.445
H 0.996 -1.673 -0.213
H -0.880 -1.934 1.286
H -0.820 -0.293 1.722
H 0.727 -1.172 1.862
H 0.606 1.656 -1.866
```

## Properties
**Total charge**: 0
**Energy**: -999.0175 Eh
**Highest occupied orbital energy (alpha / beta)**: -8.76 / -8.76 eV
**HOMO-LUMO gap (alpha / beta)**: 8.40 / 8.40 eV

Entry 4:
DFT (ωB97M-V with the def2-TZVPD basis set) results for a gas-phase ion, C3H7INO (charge +1) in a non-equilibrium geometry.

```
13
Properties=species:S:1:pos:R:3
C 0.101 -0.202 -0.490
C 0.635 0.625 0.797
C 2.596 1.453 -0.186
N -0.433 -1.481 -0.110
O 1.419 1.710 0.220
I 3.562 -0.225 -0.052
H -0.614 0.375 -0.971
H 0.998 -0.250 -1.204
H -0.362 0.873 1.259
H 1.180 -0.044 1.377
H 3.004 2.260 -0.824
H -0.909 -1.927 -0.898
H 0.362 -2.012 0.191
```

## Properties
**Total charge**: +1
**Energy**: -545.8409 Eh
**Highest occupied orbital energy**: -13.59 eV
**HOMO-LUMO gap**: 7.46 eV

Entry 5:
DFT (ωB97M-V with the def2-TZVPD basis set) results for a molecular structure, C3H7INP in a non-equilibrium geometry.

```
13
Properties=species:S:1:pos:R:3
C 0.986 0.788 1.065
C 1.155 -0.078 -0.238
C -0.248 -0.516 -0.888
N -0.852 -1.515 -0.140
P -3.039 -1.606 0.280
I -3.657 0.701 0.026
H 0.914 1.864 0.954
H 0.116 0.436 1.633
H 2.007 0.764 1.469
H 1.808 -0.948 -0.094
H 1.695 0.709 -0.932
H -0.838 0.442 -1.262
H -0.047 -1.039 -1.873
```

## Properties
**Total charge**: 0
**Energy**: -812.1621 Eh
**Highest occupied orbital energy (alpha / beta)**: -9.36 / -8.56 eV
**HOMO-LUMO gap (alpha / beta)**: 7.87 / 8.21 eV

Entry 6:
DFT (ωB97M-V with the def2-TZVPD basis set) results for a gas-phase ion, C3H7INS (charge +1) in a non-equilibrium geometry.

```
13
Properties=species:S:1:pos:R:3
C -0.075 -0.510 1.059
C -0.257 0.056 -1.041
C -0.259 0.928 0.181
N 0.255 -1.209 -0.204
S 1.134 1.974 0.571
I -2.305 1.681 0.661
H 0.788 -0.440 1.746
H -1.083 -0.856 1.615
H -1.209 -0.239 -1.363
H 0.353 0.374 -1.900
H 1.279 -1.385 -0.356
H -0.221 -2.029 -0.317
H 1.599 1.656 -0.652
```

## Properties
**Total charge**: +1
**Energy**: -868.8109 Eh
**SMILES**: SC1(I)C[NH2+]C1
**Highest occupied orbital energy**: -13.39 eV
**HOMO-LUMO gap**: 9.41 eV

Entry 7:
DFT (ωB97M-V with the def2-TZVPD basis set) results for a molecular structure, C3H7INS2 in a non-equilibrium geometry.

```
14
Properties=species:S:1:pos:R:3
C 0.622 -0.542 -2.173
C -1.363 0.584 -0.720
C 0.242 0.418 1.825
N 0.273 0.829 3.021
S 1.584 -1.678 -2.978
S -0.881 -0.930 -1.404
I 1.005 -1.589 1.766
H 1.039 0.482 -2.213
H -1.352 1.434 -1.507
H -2.332 0.589 -0.155
H -0.506 0.850 -0.052
H 0.102 1.838 3.362
H 0.763 0.408 3.763
H 0.803 -2.694 -2.533
```

## Properties
**Total charge**: +1
**Energy**: -1266.9546 Eh
**Highest occupied orbital energy**: -12.00 eV
**HOMO-LUMO gap**: 6.44 eV

Entry 8:
DFT (ωB97M-V with the def2-TZVPD basis set) results for a molecular structure, C3H7IOS in a non-equilibrium geometry.

```
13
Properties=species:S:1:pos:R:3
C 0.916 0.892 0.077
C 0.674 -0.688 0.103
C -0.696 -1.027 -0.350
O 0.908 -1.398 1.295
S -1.831 -1.865 0.401
I -1.060 0.034 -2.453
H 1.667 0.864 0.987
H -0.003 1.482 0.384
H 1.457 1.198 -0.837
H 1.098 -1.074 -0.741
H -2.444 1.275 0.200
H -2.718 1.146 -0.628
H 2.032 -0.839 1.561
```

## Properties
**Total charge**: 0
**Energy**: -889.4532 Eh
**Highest occupied orbital energy**: -8.92 eV
**HOMO-LUMO gap**: 8.30 eV

Entry 9:
DFT (ωB97M-V with the def2-TZVPD basis set) results for 2 unconnected molecules or ions with the total composition C3H7IP in a non-equilibrium geometry.

```
12
Properties=species:S:1:pos:R:3
C 0.133 -2.056 -0.255
C 0.650 -0.972 -0.816
C -0.649 1.988 0.289
P -1.365 0.946 -0.940
I -3.273 -0.154 0.085
H -0.231 -2.919 -0.887
H -0.224 -2.208 0.757
H 1.098 -0.286 0.053
H 1.200 -0.937 -1.717
H -0.748 3.008 -0.086
H 0.336 1.789 0.122
H -0.899 1.968 1.338
```

## Properties
**Total charge**: +1
**Energy**: -757.1894 Eh
**Highest occupied orbital energy**: -14.32 eV
**HOMO-LUMO gap**: 7.28 eV

Entry 10:
DFT (ωB97M-V with the def2-TZVPD basis set) results for a molecular structure, C3H7MgO3V in a non-equilibrium geometry.

```
15
Properties=species:S:1:pos:R:3
O -1.104 2.159 0.315
C -1.936 1.111 -0.051
C -1.319 -0.239 0.297
O 0.041 -0.213 -0.167
C 0.754 -1.408 -0.109
Mg 0.746 1.785 0.064
H -2.152 1.119 -1.140
H -2.918 1.155 0.459
H -1.849 -1.071 -0.189
H -1.295 -0.401 1.387
H 2.497 -1.144 -0.365
H 0.217 -2.237 -0.581
V 3.576 1.404 -0.348
O 3.691 -0.388 -0.490
H 1.051 -1.633 0.920
```

## Properties
**Total charge**: 0
**Energy**: -1488.1035 Eh
**Highest occupied orbital energy (alpha / beta)**: -7.50 / -7.07 eV
**Multiplicity**: 5
**Expectation value of S²**: 6.041
**HOMO-LUMO gap (alpha / beta)**: 6.92 / 4.34 eV

Entry 11:
DFT (ωB97M-V with the def2-TZVPD basis set) results for a molecular structure, C3H7MgO3Zn in a non-equilibrium geometry.

```
15
Properties=species:S:1:pos:R:3
O 2.287 -1.510 -0.406
C 2.853 -0.924 -1.527
C 2.611 0.580 -1.548
O 1.216 0.783 -1.251
C 0.713 2.038 -1.428
Zn 0.671 -0.711 0.044
H 2.444 -1.351 -2.466
H 3.951 -1.070 -1.574
H 2.840 1.023 -2.528
H 3.192 1.094 -0.767
H -2.858 1.825 0.356
H 1.153 2.628 -2.234
Mg -1.773 -0.456 1.055
O -2.983 0.971 0.871
H 0.094 2.436 -0.625
```

## Properties
**Total charge**: 0
**Energy**: -2323.5600 Eh
**Highest occupied orbital energy (alpha / beta)**: -8.03 / -8.03 eV
**Multiplicity**: 2
**Expectation value of S²**: 0.753
**HOMO-LUMO gap (alpha / beta)**: 7.64 / 7.65 eV

Entry 12:
DFT (ωB97M-V with the def2-TZVPD basis set) results for 2 unconnected molecules or ions with the total composition C3H7N in a non-equilibrium geometry.

```
11
Properties=species:S:1:pos:R:3
C -0.932 -0.323 -4.551
C -0.540 0.928 -4.638
H -0.269 -1.148 -4.792
H -1.900 -0.633 -4.207
H 0.466 1.195 -4.986
H -1.099 1.817 -4.351
C 1.342 -0.370 4.661
N 0.001 -0.122 4.619
H 2.047 0.457 4.822
H 1.814 -1.283 4.265
H -0.477 -0.921 4.222
```

## Properties
**Total charge**: -1
**Energy**: -173.1308 Eh
**Highest occupied orbital energy (alpha / beta)**: 1.24 / -2.83 eV
**Multiplicity**: 2
**Expectation value of S²**: 0.754
**HOMO-LUMO gap (alpha / beta)**: 1.69 / 5.76 eV

total charge of number 7 (C3H7INS2)? +1